DFT (ωB97M-V/def2-TZVPD) results for a molecular structure, CHFLiO3Y in a non-equilibrium geometry.

frontier orbital gap	5.00	eV
E	-408.02901	Eh
energy relative to the best compared isomer or geometry (same formula, charge and spin)	7.75	kcal/mol

Structure (ORCA input):
```
! wB97M-V def2-TZVPD RIJCOSX def2/J DEFGRID3
* xyz 4 1
Li 2.17305 3.19515 -1.61533
O 0.25045 1.18886 -1.00453
H -0.47056 1.22392 -1.78567
O -0.63597 -0.30441 0.33766
O 1.13911 1.62739 -2.01349
C 0.35215 0.20292 -0.10292
F 1.53894 -0.20650 0.02049
Y -1.64568 -2.07438 1.53898
*
```

So, what does the natural (NBO) scheme give us? The charges, in e, come out as: atom 1 (Li): 0.99, atom 2 (O): -0.33, atom 3 (H): 0.68, atom 4 (O): -0.83, atom 5 (O): -0.46, atom 6 (C): 1.19, atom 7 (F): -0.14, atom 8 (Y): 2.90